# 1
{
  "formula": "C27H88I3NO20S2",
  "method": "ωB97M-V with the def2-TZVPD basis set",
  "symbols": ["C", "C", "C", "C", "C", "C", "C", "C", "N", "C", "C", "C", "C", "C", "C", "C", "C", "C", "S", "S", "C", "C", "C", "C", "O", "C", "C", "O", "C", "I", "C", "I", "C", "C", "I", "H", "H", "H", "H", "H", "H", "H", "H", "H", "H", "H", "H", "H", "H", "H", "H", "H", "H", "H", "H", "H", "H", "H", "H", "H", "H", "H", "H", "H", "H", "H", "H", "H", "H", "H", "H", "H", "H", "H", "H", "H", "H", "H", "H", "H", "H", "H", "H", "H", "H", "H", "H", "O", "H", "H", "O", "H", "H", "O", "H", "H", "O", "H", "H", "O", "H", "H", "O", "H", "H", "O", "H", "H", "O", "H", "H", "O", "H", "H", "O", "H", "H", "O", "H", "H", "O", "H", "H", "O", "H", "H", "O", "H", "H", "O", "H", "H", "O", "H", "H", "O", "H", "H", "O", "H", "H"],
  "xyz": [[-5.78, 2.05, 3.52], [-5.47, 3.46, 3.72], [-4.07, 3.75, 3.24], [-3.06, 3.38, 4.29], [-1.79, 2.65, 3.88], [-1.18, 3.06, 2.57], [0.33, 2.91, 2.57], [1.09, 1.75, 1.93], [2.33, 2.43, 1.55], [3.52, 1.59, 1.28], [3.94, 0.79, 2.48], [5.36, 1.04, 2.95], [6.11, -0.23, 3.21], [5.64, -0.98, 4.43], [4.63, -2.04, 4.20], [4.20, -2.66, 5.52], [4.36, -4.14, 5.53], [2.11, 3.16, 0.43], [2.43, 4.70, 0.37], [1.52, 2.38, -1.06], [-0.26, 2.45, -1.20], [-0.61, 1.13, -1.79], [-1.96, 1.15, -2.35], [-2.42, -0.20, -2.77], [-1.81, -1.23, -2.01], [-2.57, -2.27, -1.53], [-1.65, -3.48, -1.37], [-0.28, -3.08, -1.55], [0.49, -4.04, -2.06], [-0.10, -4.34, -4.13], [1.96, -3.51, -2.04], [3.15, -4.28, -3.69], [2.72, -3.85, -0.80], [2.97, -5.31, -0.59], [1.88, -2.98, 0.94], [-6.80, 1.84, 3.69], [-5.18, 1.43, 4.14], [-5.56, 1.78, 2.52], [-6.14, 4.01, 3.11], [-5.53, 3.72, 4.75], [-4.03, 4.80, 3.04], [-3.93, 3.24, 2.31], [-3.55, 2.80, 5.03], [-2.71, 4.29, 4.71], [-1.09, 2.84, 4.65], [-1.92, 1.59, 3.86], [-1.67, 2.61, 1.74], [-1.36, 4.11, 2.49], [0.59, 2.84, 3.59], [0.76, 3.81, 2.21], [1.23, 1.00, 2.66], [0.54, 1.31, 1.12], [3.42, 0.96, 0.42], [4.31, 2.24, 1.05], [3.88, -0.23, 2.22], [3.29, 1.01, 3.29], [5.32, 1.54, 3.87], [5.92, 1.61, 2.24], [6.05, -0.86, 2.35], [7.12, 0.04, 3.38], [5.29, -0.32, 5.20], [6.48, -1.48, 4.83], [3.75, -1.67, 3.76], [5.02, -2.80, 3.58], [4.79, -2.26, 6.30], [3.21, -2.39, 5.71], [5.34, -4.38, 5.20], [4.21, -4.55, 6.49], [3.66, -4.58, 4.85], [-0.73, 2.63, -0.27], [-0.56, 3.20, -1.87], [0.10, 0.86, -2.53], [-0.61, 0.42, -1.01], [-2.66, 1.53, -1.66], [-2.02, 1.77, -3.20], [-3.48, -0.23, -2.63], [-2.28, -0.40, -3.81], [-3.38, -2.55, -2.17], [-2.98, -2.04, -0.58], [-1.73, -3.88, -0.39], [-1.91, -4.25, -2.05], [0.40, -4.95, -1.53], [1.86, -2.47, -2.16], [3.67, -3.41, -0.92], [2.11, -5.90, -0.76], [3.30, -5.44, 0.40], [3.76, -5.61, -1.23], [-0.73, 3.34, -4.41], [-0.33, 2.65, -4.96], [-0.03, 3.56, -3.78], [-4.82, -3.27, 0.12], [-5.50, -2.60, -0.01], [-5.25, -4.10, -0.12], [5.29, -3.30, 8.50], [6.04, -3.68, 8.02], [5.56, -2.40, 8.69], [-1.46, -6.22, -7.23], [-0.70, -5.95, -6.70], [-2.13, -6.47, -6.58], [-0.23, -7.97, -5.03], [0.48, -7.85, -5.67], [-0.41, -7.07, -4.72], [-5.48, -0.76, -3.71], [-5.10, -1.27, -4.43], [-6.24, -0.32, -4.12], [-0.87, -3.24, -7.95], [-1.03, -3.31, -7.00], [-0.66, -4.14, -8.22], [1.95, 6.23, -3.09], [1.08, 5.91, -3.36], [2.16, 5.67, -2.33], [-5.34, 0.92, -0.56], [-5.03, 1.79, -0.87], [-4.58, 0.35, -0.70], [-2.13, 5.51, -6.58], [-2.83, 4.94, -6.91], [-1.72, 4.99, -5.87], [-3.18, -7.87, -4.16], [-2.28, -8.17, -4.31], [-3.73, -8.58, -4.52], [-2.93, 1.52, -6.09], [-2.54, 0.83, -6.64], [-2.24, 1.73, -5.45], [1.06, 4.75, -7.17], [0.20, 5.14, -6.96], [1.16, 4.90, -8.11], [-3.87, 3.45, -2.90], [-3.04, 3.52, -3.38], [-4.08, 4.36, -2.66], [-6.47, 3.73, 0.07], [-7.23, 3.51, -0.47], [-6.13, 2.88, 0.37], [2.68, 2.44, 5.31], [2.56, 2.80, 4.42], [2.30, 3.11, 5.89], [-1.01, 6.54, -2.65], [-1.03, 6.37, -1.70], [-0.47, 7.34, -2.73], [8.01, -3.70, 7.35], [8.73, -4.10, 6.86], [8.30, -2.80, 7.53]],
  "mulliken_charge": [-1.14, -0.82, -0.24, -1.06, -0.74, -0.66, -0.18, -0.17, 0.47, -1.01, 0.18, -1.22, -1.25, -0.56, 0.08, -0.41, -1.59, 0.03, -0.23, -0.39, 0.14, -0.74, 1.23, -0.97, -0.04, -0.41, -0.98, -0.08, -0.34, 0.10, -0.99, 0.12, -0.40, -1.42, 0.04, 0.38, 0.39, 0.21, 0.39, 0.40, 0.43, 0.09, 0.58, 0.29, 0.37, 0.31, 0.35, 0.29, 0.05, 0.37, 0.48, -0.46, 0.56, 0.43, -0.03, 0.38, 0.26, 0.46, 0.47, 0.46, 0.49, 0.38, -0.01, 0.21, 0.15, 0.41, 0.37, 0.45, 0.38, -0.55, 0.77, 0.48, 0.34, 0.09, -1.05, 0.33, 0.36, 0.42, 0.28, 0.26, 0.57, 0.55, 0.62, 0.59, 0.31, 0.46, 0.50, -0.34, 0.29, 0.08, -0.61, 0.30, 0.30, -0.62, 0.35, 0.27, -0.58, 0.18, 0.36, -0.65, 0.33, 0.18, -0.54, 0.28, 0.26, -0.62, 0.27, 0.33, -0.63, 0.32, 0.31, -0.69, 0.40, 0.30, -0.68, 0.32, 0.30, -0.63, 0.34, 0.30, -0.62, 0.30, 0.26, -0.61, 0.34, 0.28, -0.57, 0.24, 0.30, -0.61, 0.32, 0.25, -0.62, 0.27, 0.33, -0.61, 0.30, 0.31, -0.63, 0.30, 0.30],
  "e_lumo_ev": -0.7,
  "orbital_gap_ha": 0.286
}

---

# 2
{
  "formula": "C2H11O4",
  "method": "ωB97M-V with the def2-TZVPD basis set",
  "symbols": ["C", "O", "C", "H", "H", "H", "H", "H", "H", "H", "O", "H", "H", "O", "H", "H", "O"],
  "xyz": [[0.25, 0.07, 1.10], [-0.48, 0.10, -0.12], [1.05, 1.37, 1.34], [0.92, -0.87, 1.04], [-0.46, -0.18, 1.99], [0.70, 2.33, 0.78], [2.06, 1.30, 1.03], [1.12, 1.63, 2.41], [0.35, 2.01, -1.54], [-0.07, 0.69, -1.41], [0.49, 1.24, -2.10], [-1.66, -2.37, 0.28], [-1.83, -0.93, 0.02], [-2.37, -1.71, 0.32], [-0.67, -1.97, -1.85], [0.31, -1.03, -1.25], [0.26, -1.67, -2.04]],
  "mulliken_charge": [-0.06, -0.89, -1.08, 0.23, 0.22, 0.18, 0.27, 0.34, 0.27, 0.39, -0.75, 0.28, 0.35, -0.71, 0.30, 0.39, -0.73],
  "total_charge": -1,
  "e_lumo_ev": 4.1,
  "orbital_gap_ha": 0.317
}

---

# 3
{
  "formula": "C6H9N",
  "method": "ωB97M-V with the def2-TZVPD basis set",
  "symbols": ["C", "C", "C", "C", "C", "C", "N", "H", "H", "H", "H", "H", "H", "H", "H", "H"],
  "xyz": [[0.50, 1.90, 0.20], [0.14, 0.79, 1.23], [1.10, -0.23, 1.46], [0.82, -1.24, 0.52], [-0.36, -0.86, -0.12], [-1.04, -1.26, -1.36], [-0.91, 0.13, 0.58], [-0.38, 2.53, 0.06], [1.36, 2.39, 0.62], [0.81, 1.64, -0.88], [1.90, -0.21, 2.21], [1.39, -2.13, 0.30], [-1.38, -0.43, -2.01], [-0.34, -1.86, -1.91], [-1.93, -1.82, -1.10], [-1.69, 0.65, 0.19]],
  "mulliken_charge": [-1.06, 0.21, -0.67, -0.38, 0.26, -1.23, -0.17, 0.29, 0.35, 0.29, 0.40, 0.45, 0.33, 0.33, 0.31, 0.30],
  "smiles": "Cc1ccc(C)[nH]1",
  "e_lumo_ev": [0.7, 0.7],
  "orbital_gap_ha": [0.289, 0.289]
}

---

# 4
{
  "formula": "C6H10ClPS",
  "method": "ωB97M-V with the def2-TZVPD basis set",
  "symbols": ["C", "C", "C", "P", "S", "Cl", "H", "H", "H", "H", "H", "H", "C", "C", "C", "H", "H", "H", "H"],
  "xyz": [[3.07, -2.87, 0.99], [2.13, -1.74, 0.74], [0.88, -1.76, 1.05], [-0.46, -0.73, 0.34], [0.52, 1.13, 0.06], [-1.44, -0.40, 2.01], [2.59, -3.63, 1.53], [3.73, -2.27, 1.66], [3.81, -3.19, 0.17], [2.57, -1.02, 0.01], [0.51, -2.58, 1.70], [-0.72, 1.75, 0.10], [-2.94, 0.89, -0.55], [-3.12, 2.08, -0.46], [-3.30, 3.50, -0.39], [-3.02, -0.13, -0.35], [-2.45, 3.89, -1.06], [-3.24, 4.04, 0.49], [-4.15, 3.67, -0.97]],
  "mulliken_charge": [-1.18, 0.06, -0.04, 0.15, -0.26, -0.18, 0.33, 0.28, 0.29, 0.18, 0.20, 0.06, -0.35, 0.11, -1.17, 0.59, 0.27, 0.35, 0.32],
  "smiles": "C/C=C/P(S)Cl.C#CC",
  "e_lumo_ev": 0.7,
  "orbital_gap_ha": 0.341
}